ORCA calculation (wB97M-V/def2-TZVPD) on 2 unconnected molecules or ions with the total composition C8H14O2 at a distorted geometry.

Output
2S+1: 1
HOMO-LUMO gap: 7.381 eV
Relative energy (zero: lowest compared OMol25 entry of this formula, charge and spin): 394.71 kJ/mol
HOMO: -6.8 eV

Last column: natural (NBO) charge in e.
Geometry (Å):
C1 1.01 -1.74 -0.59  0.105
C2 -1.03 -1.27 -1.57  -0.274
C3 1.43 -2.81 -1.54  -0.703
O1 -0.14 -1.15 -0.62  -0.309
H1 1.68 -1.37 0.16  0.184
H2 -1.98 -0.82 -1.37  0.170
H3 -0.89 -1.85 -2.46  0.163
H4 1.53 -2.42 -2.56  0.218
H5 2.39 -3.22 -1.24  0.234
H6 0.69 -3.62 -1.57  0.221
C4 -0.03 2.29 -0.85  -0.723
C5 0.05 0.47 2.60  -0.637
C6 0.47 1.57 0.37  0.568
C7 -0.51 1.25 1.44  -0.097
C8 -1.79 1.62 1.39  -0.338
O2 1.64 1.28 0.50  -0.549
H7 -0.45 3.26 -0.58  0.229
H8 0.80 2.45 -1.54  0.237
H9 -0.79 1.70 -1.35  0.237
H10 0.35 -0.52 2.26  0.225
H11 -0.69 0.37 3.39  0.210
H12 0.94 0.97 2.98  0.232
H13 -2.20 2.18 0.56  0.199
H14 -2.47 1.38 2.18  0.199

ORCA calculation (wB97M-V/def2-TZVPD) on a molecular structure, C24H44B6F24N8Zn at a distorted geometry.

Output
2S+1: 1
HOMO-LUMO gap: 7.707 eV
Relative energy (zero: lowest compared OMol25 entry of this formula, charge and spin): 0.00 kJ/mol
HOMO: -8.9 eV

Last column: Mulliken charge in e.
Geometry (Å):
Zn1 -4.82 11.80 -17.86  3.351
C1 -5.80 20.82 -14.88  -1.008
C2 -4.80 19.80 -14.32  -0.744
N1 -4.98 18.53 -15.03  0.138
C3 -5.94 17.59 -14.74  -1.090
C4 -5.84 16.62 -15.68  0.043
N2 -4.91 17.03 -16.59  0.496
C5 -4.34 18.14 -16.13  -0.110
C6 -4.41 16.33 -17.79  -0.551
H1 -5.62 21.79 -14.42  0.389
H2 -6.81 20.50 -14.65  0.329
H3 -5.66 20.87 -15.96  0.311
H4 -4.92 19.57 -13.26  0.372
H5 -3.77 20.15 -14.38  0.371
H6 -6.67 17.72 -13.96  0.467
H7 -6.22 15.61 -15.67  0.447
H8 -3.62 18.74 -16.66  0.460
H9 -3.91 17.11 -18.36  0.098
H10 -5.24 15.96 -18.39  0.118
H11 -3.76 15.51 -17.53  0.236
C7 -2.15 18.33 -23.31  -1.103
C8 -1.81 17.23 -22.32  -0.636
N3 -2.85 16.22 -22.19  0.280
C9 -2.69 14.89 -22.54  -0.410
C10 -3.82 14.26 -22.14  -0.893
N4 -4.64 15.20 -21.57  0.308
C11 -4.05 16.39 -21.63  -0.211
C12 -5.95 14.87 -21.04  -0.663
H12 -2.53 17.92 -24.25  0.323
H13 -1.31 18.97 -23.57  0.388
H14 -2.93 18.94 -22.84  0.321
H15 -1.65 17.64 -21.32  0.308
H16 -0.88 16.70 -22.54  0.396
H17 -1.80 14.56 -23.03  0.642
H18 -4.12 13.22 -22.12  0.672
H19 -4.41 17.34 -21.28  0.482
H20 -6.75 14.85 -21.78  0.366
H21 -6.26 15.60 -20.29  0.295
H22 -5.87 13.90 -20.57  0.067
C13 2.36 16.09 -10.76  -1.181
C14 1.14 16.39 -11.61  -0.450
N5 0.84 15.35 -12.59  0.172
C15 0.81 14.01 -12.33  -0.478
C16 0.51 13.37 -13.49  -0.400
N6 0.34 14.34 -14.43  0.250
C17 0.57 15.52 -13.88  -0.029
C18 0.02 14.15 -15.84  -0.882
H23 2.79 17.02 -10.36  0.375
H24 3.15 15.62 -11.34  0.349
H25 2.09 15.48 -9.91  0.348
H26 1.25 17.36 -12.12  0.385
H27 0.24 16.55 -11.02  0.323
H28 1.03 13.55 -11.38  0.410
H29 0.37 12.32 -13.65  0.517
H30 0.43 16.46 -14.39  0.348
H31 0.93 13.85 -16.35  0.385
H32 -0.35 15.06 -16.30  0.255
H33 -0.73 13.37 -15.98  0.274
C19 -3.37 7.74 -19.17  -1.348
C20 -3.78 7.21 -17.82  -0.200
N7 -2.75 7.46 -16.80  0.311
C21 -1.39 7.32 -17.03  -0.439
C22 -0.77 7.70 -15.91  -0.447
N8 -1.73 8.11 -15.02  0.189
C23 -2.91 7.96 -15.59  -0.666
C24 -1.54 8.70 -13.69  -0.813
H34 -2.42 7.31 -19.52  0.416
H35 -3.23 8.81 -19.16  0.230
H36 -3.98 7.42 -20.01  0.407
H37 -3.95 6.13 -17.82  0.368
H38 -4.73 7.63 -17.48  0.261
H39 -0.96 7.06 -17.98  0.390
H40 0.27 7.75 -15.64  0.452
H41 -3.86 8.31 -15.21  0.773
H42 -2.08 8.07 -12.98  0.338
H43 -1.82 9.75 -13.71  0.264
H44 -0.48 8.63 -13.46  0.337
B1 -6.00 10.47 -20.17  -0.727
F1 -4.96 10.26 -19.14  -0.565
F2 -6.43 11.81 -19.97  -0.345
F3 -5.39 10.41 -21.40  -0.309
F4 -6.99 9.55 -19.93  -0.345
B2 -1.99 10.94 -23.38  0.332
F5 -2.85 10.77 -24.50  -0.408
F6 -1.74 12.33 -23.24  -0.296
F7 -2.63 10.45 -22.23  -0.220
F8 -0.79 10.23 -23.60  -0.383
B3 -5.70 10.15 -15.78  0.255
F9 -5.86 10.80 -14.56  -0.353
F10 -6.36 10.81 -16.83  -0.391
F11 -4.29 10.23 -16.12  -0.428
F12 -6.07 8.81 -15.64  -0.394
B4 -7.47 13.86 -17.44  -0.268
F13 -7.62 15.25 -17.62  -0.392
F14 -6.22 13.39 -17.99  0.670
F15 -7.63 13.53 -16.12  -0.285
F16 -8.47 13.24 -18.22  -0.366
B5 -2.64 12.57 -19.02  -0.396
F17 -2.78 11.41 -18.19  -0.262
F18 -1.70 13.44 -18.45  -0.261
F19 -2.30 12.17 -20.27  0.036
F20 -3.89 13.24 -18.93  0.175
B6 -4.18 13.53 -14.95  0.019
F21 -4.34 13.02 -16.27  0.156
F22 -3.53 12.59 -14.11  -0.411
F23 -3.44 14.72 -15.05  -0.338
F24 -5.39 13.77 -14.31  -0.350

ORCA calculation (wB97M-V/def2-TZVPD) on a molecular structure, C20H57BaHgN3O19S2 at a distorted geometry.

Output
2S+1: 1
HOMO-LUMO gap: 6.138 eV
HOMO: -7.8 eV

Last column: Mulliken charge in e.
Geometry (Å):
Ba1 3.79 1.10 1.89  1.975
Hg1 -1.24 -1.10 1.85  2.256
S1 0.56 -0.12 -0.22  0.439
O1 1.77 0.63 0.16  -0.466
O2 0.65 -1.43 0.46  -0.448
O3 -0.64 0.51 0.35  -0.665
O4 0.36 -0.24 -1.65  0.400
S2 1.20 -0.23 4.34  1.115
O5 2.42 0.51 3.98  -0.793
O6 0.43 0.37 5.42  -0.721
O7 0.35 -0.41 3.15  -1.366
O8 1.60 -1.54 4.90  -0.946
C1 3.03 -0.04 -3.80  -0.461
C2 3.68 0.86 -2.75  -0.261
O9 2.79 1.76 -2.09  -0.649
O10 2.65 -1.30 -3.26  -0.643
H1 3.71 -0.26 -4.63  0.409
H2 2.12 0.41 -4.20  0.188
H3 4.37 1.52 -3.28  0.462
H4 4.18 0.22 -2.01  0.131
H5 2.19 1.26 -1.50  0.149
H6 1.88 -1.13 -2.70  0.054
C3 -1.67 2.18 -2.52  -0.174
C4 -3.00 1.88 -1.77  -0.202
O11 -2.93 0.64 -1.06  -0.446
O12 -1.27 1.15 -3.39  -0.612
H7 -0.83 2.48 -1.88  -0.110
H8 -1.87 3.05 -3.15  0.489
H9 -3.76 1.83 -2.55  0.375
H10 -3.28 2.68 -1.07  0.168
H11 -2.15 0.77 -0.49  0.174
H12 -0.68 0.53 -2.91  0.229
C5 3.22 -3.75 3.03  -0.322
C6 3.75 -2.92 1.85  -0.536
O13 3.13 -1.63 1.72  0.071
O14 3.62 -3.21 4.27  -0.639
H13 3.60 -4.76 2.91  0.405
H14 2.13 -3.71 3.00  0.128
H15 3.52 -3.48 0.94  0.312
H16 4.82 -2.73 1.91  0.325
H17 2.32 -1.72 1.20  -0.182
H18 3.01 -2.46 4.47  0.449
C7 -0.09 -4.79 -0.04  -0.168
C8 -0.37 -4.96 1.44  -0.760
O15 -0.70 -3.75 2.18  -0.206
O16 1.09 -4.10 -0.32  -0.576
H19 -0.97 -4.37 -0.52  0.050
H20 0.15 -5.82 -0.32  0.425
H21 0.55 -5.36 1.89  0.297
H22 -1.13 -5.72 1.67  0.470
H23 -0.97 -4.07 3.05  0.190
H24 0.99 -3.15 -0.17  0.237
C9 -4.76 0.62 3.28  -1.604
C10 -3.84 1.32 2.29  0.625
C11 -3.89 2.83 2.41  -1.163
O17 -2.85 3.45 1.67  -0.152
C12 -2.47 4.67 2.26  -0.980
N1 -2.45 0.87 2.54  -0.033
H25 -4.41 0.62 4.32  0.378
H26 -4.88 -0.45 3.08  0.363
H27 -5.76 1.04 3.17  0.398
H28 -4.10 1.02 1.28  0.159
H29 -3.90 3.13 3.47  0.520
H30 -4.84 3.26 2.08  0.434
H31 -1.59 5.14 1.83  0.283
H32 -2.17 4.52 3.31  0.391
H33 -3.29 5.39 2.37  0.342
H34 -2.13 1.20 3.45  0.238
H35 -1.86 1.43 1.93  -0.114
C13 3.89 5.55 -0.25  -1.564
C14 3.73 4.36 0.66  0.143
C15 2.28 4.17 1.08  -0.364
O18 2.15 3.17 2.14  -0.272
C16 0.79 2.86 2.47  -0.583
N2 4.27 3.13 0.03  -0.308
H36 3.71 6.48 0.30  0.447
H37 3.16 5.53 -1.06  0.348
H38 4.90 5.67 -0.64  0.414
H39 4.31 4.47 1.58  0.245
H40 1.67 3.78 0.26  0.079
H41 1.85 5.13 1.38  0.425
H42 0.22 3.77 2.70  0.411
H43 0.83 2.25 3.36  0.244
H44 0.17 2.46 1.66  -0.088
H45 5.15 3.40 -0.42  0.263
H46 3.79 3.00 -0.87  0.084
C17 -0.65 -3.49 -3.66  -1.337
C18 -1.87 -2.59 -3.42  0.703
C19 -3.17 -3.41 -3.53  -0.774
O19 -3.42 -4.12 -4.70  -0.383
C20 -3.78 -3.35 -5.84  -0.701
N3 -1.77 -2.07 -2.05  -0.090
H47 -0.59 -3.90 -4.67  0.373
H48 -0.73 -4.36 -3.00  0.210
H49 0.26 -2.93 -3.47  0.366
H50 -1.82 -1.78 -4.15  0.369
H51 -4.01 -2.71 -3.34  0.369
H52 -3.25 -4.10 -2.68  0.282
H53 -3.89 -4.07 -6.65  0.255
H54 -2.96 -2.68 -6.10  0.299
H55 -4.73 -2.83 -5.69  0.286
H56 -2.46 -1.33 -1.98  0.215
H57 -0.88 -1.57 -1.99  -0.472

ORCA calculation (wB97M-V/def2-TZVPD) on 2 unconnected molecules or ions with the total composition CH3ClO2 at a distorted geometry.

Output
2S+1: 1
HOMO-LUMO gap: 11.551 eV
Relative energy (zero: lowest compared OMol25 entry of this formula, charge and spin): 0.00 kJ/mol
HOMO: -11.6 eV

Last column: natural (NBO) charge in e.
Geometry (Å):
O1 -0.52 -0.52 1.59  -0.460
C1 0.45 0.05 1.18  0.355
Cl1 1.84 -0.76 0.42  -0.062
H1 0.62 1.13 1.02  0.166
O2 -0.79 0.27 -1.70  -0.927
H2 -0.25 0.34 -0.92  0.452
H3 -1.35 -0.51 -1.59  0.476

ORCA calculation (wB97M-V/def2-TZVPD) on 4 unconnected molecules or ions with the total composition C30H70FN4P at a distorted geometry.

Output
2S+1: 1
HOMO-LUMO gap: 8.745 eV
Relative energy (zero: lowest compared OMol25 entry of this formula, charge and spin): 0.00 kJ/mol
HOMO: -8.0 eV

Last column: Mulliken charge in e.
Geometry (Å):
C1 12.92 -1.51 4.64  0.058
C2 12.55 -0.99 3.62  -0.446
C3 12.05 -0.21 2.48  -0.873
C4 10.67 0.41 2.80  -0.629
C5 10.57 1.05 4.21  -1.077
P1 9.45 2.52 4.27  0.404
C6 10.90 3.75 4.42  -1.264
C7 11.86 3.81 3.21  -0.229
C8 11.19 4.21 1.91  -0.241
F1 12.14 4.70 1.03  -0.344
N1 8.01 1.45 4.11  -0.292
C9 6.78 2.24 3.92  -0.735
C10 5.50 1.46 4.23  -0.922
C11 5.09 0.44 3.16  0.095
C12 6.09 -0.70 2.90  -1.324
H1 13.11 -1.96 5.58  0.419
H2 12.76 0.56 2.18  0.311
H3 11.90 -0.90 1.64  0.362
H4 9.94 -0.40 2.76  0.362
H5 10.38 1.11 2.01  0.412
H6 11.58 1.29 4.54  0.663
H7 10.19 0.28 4.89  0.578
H8 9.01 3.26 3.12  -0.073
H9 9.01 2.95 5.54  -0.050
H10 11.51 3.45 5.28  0.432
H11 10.53 4.75 4.67  0.523
H12 12.42 2.89 3.08  0.048
H13 12.60 4.59 3.42  0.415
H14 10.43 4.98 2.07  0.287
H15 10.71 3.35 1.42  0.185
H16 8.15 0.97 3.22  0.072
H17 6.77 2.63 2.89  0.387
H18 6.83 3.12 4.58  0.445
H19 4.70 2.19 4.29  0.388
H20 5.60 1.00 5.21  0.327
H21 4.83 0.92 2.21  -0.057
H22 4.16 -0.02 3.51  0.357
H23 5.61 -1.66 2.70  0.412
H24 6.68 -0.45 2.01  0.288
H25 6.82 -0.79 3.70  0.321
C13 -1.12 0.97 -1.59  -1.418
C14 0.03 1.72 -0.94  -0.476
N2 0.80 0.90 -0.02  0.148
C15 1.68 1.66 0.84  -0.642
C16 2.82 2.45 0.18  -1.066
C17 1.35 -0.32 -0.59  -0.673
C18 2.27 -0.20 -1.81  -0.972
H26 -1.75 0.49 -0.84  0.315
H27 -1.74 1.66 -2.16  0.527
H28 -0.77 0.20 -2.29  0.268
H29 -0.39 2.55 -0.37  0.469
H30 0.65 2.17 -1.73  0.273
H31 2.11 0.99 1.59  0.328
H32 1.07 2.37 1.40  0.383
H33 3.62 1.79 -0.18  0.168
H34 3.27 3.13 0.91  0.398
H35 2.48 3.06 -0.66  0.375
H36 0.52 -0.97 -0.85  0.328
H37 1.88 -0.85 0.21  0.369
H38 1.84 0.45 -2.58  0.246
H39 2.41 -1.18 -2.26  0.383
H40 3.25 0.18 -1.55  0.261
C19 -3.99 -1.63 -1.93  -1.626
C20 -5.07 -0.57 -1.73  -0.314
N3 -5.61 -0.07 -2.97  0.218
C21 -6.40 1.14 -2.82  -0.772
C22 -7.69 1.06 -1.99  -0.841
C23 -6.16 -1.07 -3.87  -1.002
C24 -7.27 -1.98 -3.34  -0.627
H41 -3.21 -1.26 -2.60  0.331
H42 -3.53 -1.87 -0.97  0.438
H43 -4.39 -2.55 -2.34  0.392
H44 -4.62 0.27 -1.19  0.547
H45 -5.85 -0.99 -1.07  0.191
H46 -6.64 1.53 -3.81  0.394
H47 -5.75 1.90 -2.36  0.345
H48 -8.48 0.53 -2.52  0.130
H49 -8.06 2.07 -1.79  0.443
H50 -7.53 0.57 -1.03  0.268
H51 -5.34 -1.70 -4.21  0.366
H52 -6.51 -0.57 -4.78  0.360
H53 -7.04 -2.40 -2.36  0.255
H54 -7.42 -2.82 -4.02  0.448
H55 -8.23 -1.46 -3.27  0.059
C25 -10.99 -1.79 -1.20  -1.292
C26 -11.74 -2.00 -2.51  -0.535
N4 -11.24 -3.13 -3.28  0.268
C27 -11.72 -3.15 -4.65  -0.698
C28 -13.22 -3.32 -4.89  -1.033
C29 -11.23 -4.41 -2.59  -0.769
C30 -12.56 -4.93 -2.02  -1.001
H56 -9.92 -1.72 -1.37  0.179
H57 -11.32 -0.86 -0.74  0.424
H58 -11.18 -2.59 -0.49  0.347
H59 -11.61 -1.10 -3.12  0.456
H60 -12.81 -2.09 -2.30  0.331
H61 -11.18 -3.94 -5.19  0.373
H62 -11.40 -2.21 -5.12  0.380
H63 -13.56 -4.34 -4.69  0.221
H64 -13.45 -3.11 -5.94  0.411
H65 -13.82 -2.63 -4.29  0.277
H66 -10.51 -4.35 -1.77  0.353
H67 -10.82 -5.16 -3.27  0.431
H68 -13.09 -4.16 -1.45  0.250
H69 -12.36 -5.76 -1.34  0.382
H70 -13.23 -5.30 -2.79  0.252

ORCA calculation (wB97M-V/def2-TZVPD) on C7H10N2O in the gas phase at a distorted geometry.

Output
2S+1: 1
HOMO-LUMO gap: 10.182 eV
Relative energy (zero: lowest compared OMol25 entry of this formula, charge and spin): 272.25 kJ/mol
HOMO: -9.7 eV

Last column: natural (NBO) charge in e.
Geometry (Å):
C1 1.04 -0.92 0.82  -0.630
C2 -0.05 0.11 0.97  -0.226
C3 -1.43 -0.51 0.70  -0.494
C4 -2.33 0.57 0.22  0.635
O1 -3.51 0.40 0.00  -0.595
N1 -1.67 1.71 -0.11  -0.637
C5 0.08 1.21 -0.13  0.081
C6 0.42 0.73 -1.47  -0.662
C7 0.72 2.44 0.24  0.252
N2 1.24 3.38 0.65  -0.278
H1 0.74 -1.71 0.23  0.210
H2 1.18 -1.33 1.92  0.231
H3 2.05 -0.67 0.45  0.228
H4 -0.21 0.67 1.99  0.241
H5 -1.96 -0.90 1.61  0.262
H6 -1.17 -1.31 -0.16  0.228
H7 -1.97 2.68 -0.15  0.426
H8 -0.40 0.18 -1.91  0.246
H9 1.28 -0.04 -1.47  0.234
H10 0.91 1.33 -2.17  0.249

ORCA calculation (wB97M-V/def2-TZVPD) on a molecular structure, C30H18F6N9O10PtS2.

Output
2S+1: 5
HOMO-LUMO gap (alpha / beta): 7.716 / 5.360 eV
Relative energy (zero: lowest compared OMol25 entry of this formula, charge and spin): 89.54 kJ/mol
HOMO (alpha / beta): -11.4 / -12.0 eV
Total charge: +1

Last column: Löwdin spin population.
Geometry (Å):
Pt1 0.03 -0.70 -0.62  1.702
N1 3.53 -0.23 -3.00  0.003
C1 2.90 -0.86 -2.02  0.007
N2 1.81 -0.18 -1.70  0.044
C2 1.80 0.85 -2.60  0.006
N3 2.84 0.85 -3.39  0.002
C3 0.70 1.81 -2.75  0.004
C4 0.87 2.96 -3.52  0.002
N4 -0.13 3.80 -3.75  -0.001
C5 -1.30 3.47 -3.22  0.003
C6 -1.46 2.34 -2.43  0.004
N5 -0.46 1.51 -2.18  0.064
H1 4.35 -0.52 -3.50  0.000
H2 3.22 -1.79 -1.58  0.001
H3 1.83 3.19 -3.96  0.000
H4 -2.13 4.14 -3.41  0.000
H5 -2.43 2.10 -2.02  0.000
C7 -3.55 0.28 1.48  0.019
C8 -3.47 -0.57 2.60  0.153
C9 -2.38 -1.41 2.79  -0.001
C10 -1.35 -1.40 1.87  0.135
C11 -1.43 -0.59 0.70  0.238
C12 -2.52 0.30 0.57  0.111
C13 -0.14 -2.23 2.01  0.019
C14 -0.17 -3.48 2.67  0.014
C15 0.94 -4.27 2.63  -0.002
C16 2.12 -3.78 2.02  0.016
C17 3.33 -4.50 2.00  -0.002
C18 4.47 -3.94 1.48  0.011
C19 4.44 -2.61 1.00  -0.001
C20 3.28 -1.90 0.97  0.007
C21 2.08 -2.49 1.45  0.017
N6 0.93 -1.78 1.39  0.175
H6 -4.42 0.91 1.34  -0.001
H7 -4.27 -0.56 3.33  0.008
H8 -2.33 -2.04 3.67  -0.001
H9 -2.58 0.95 -0.29  0.008
H10 -1.08 -3.82 3.15  0.001
H11 0.94 -5.25 3.07  0.000
H12 3.35 -5.50 2.41  0.000
H13 5.39 -4.50 1.47  0.001
H14 5.36 -2.16 0.66  0.000
H15 3.24 -0.87 0.64  0.000
O1 0.81 1.17 2.55  0.828
C22 0.47 2.04 1.62  0.051
O2 0.63 1.77 0.44  0.129
C23 -0.15 3.29 2.14  0.024
C24 -1.00 3.96 1.26  0.009
C25 -1.63 5.11 1.69  0.002
C26 -1.43 5.63 2.96  0.004
C27 -0.58 4.94 3.80  0.000
C28 0.07 3.77 3.42  0.008
N7 -0.35 5.46 5.16  0.000
O3 -0.97 6.45 5.48  0.000
O4 0.44 4.86 5.85  0.000
N8 -2.56 5.79 0.77  0.000
O5 -2.91 6.90 1.06  0.001
O6 -2.83 5.20 -0.26  0.000
H16 -1.18 3.58 0.26  0.001
H17 -1.93 6.54 3.28  0.000
H18 0.74 3.28 4.12  0.002
F1 -2.73 -4.79 -1.75  0.000
C29 -2.00 -3.81 -1.25  -0.001
F2 -2.01 -3.90 0.09  0.000
F3 -2.55 -2.64 -1.58  0.001
S1 -0.25 -3.95 -1.85  0.010
O7 0.47 -2.88 -1.15  0.103
O8 0.12 -5.28 -1.52  0.014
N9 -0.34 -3.68 -3.39  0.003
S2 0.09 -2.24 -3.90  0.005
O9 -0.53 -1.17 -3.15  0.035
O10 1.50 -2.12 -4.16  0.000
C30 -0.76 -2.22 -5.54  0.002
F4 -0.54 -1.02 -6.09  0.000
F5 -0.26 -3.16 -6.34  0.001
F6 -2.06 -2.40 -5.40  0.000